No. 1
This record from OMol25 describes the ion C4H3ClNO3S with charge -1. The level of theory is ωB97M-V/def2-TZVPD.

The LUMO energy is 0.1220 Eh. The spin multiplicity is 1. The charge is -1. The value obtained for the HOMO-LUMO gap is 0.2737 Eh. The calculation puts the HOMO energy at -4.1 eV.

Last column: Mulliken charge in e.
Positions of all 13 atoms, in Å:
N -1.47427 1.94677 -0.01688  -0.5706
O -1.48525 -2.47191 0.28669  -0.7016
H 0.79370 0.44268 -0.65218  0.3429
S -2.88457 -1.93653 0.36195  0.5220
C 0.08248 0.04369 0.00050  -1.1734
C -1.22402 0.68416 0.00645  0.6431
Cl -5.06940 0.94768 0.09357  -0.1856
H 0.67811 0.34280 0.89169  0.2589
C -2.44566 -0.09847 0.07186  0.1108
H -0.17358 -0.97290 0.03853  0.3583
C -3.42378 0.94051 0.10791  0.1996
O -2.87550 2.13909 -0.05945  -0.1566
O -3.62311 -2.15694 -0.96066  -0.6480

---

No. 2
This record from OMol25 describes an isolated molecule of C4H3ClO2. The level of theory is ωB97M-V/def2-TZVPD.

The LUMO energy is -0.0257 Eh. The structure (SMILES) is O=CC(C=O)=CCl. The spin multiplicity is 1. The value obtained for the HOMO-LUMO gap is 0.3392 Eh. The calculation puts the HOMO energy at -9.9 eV. As for the energy above the lowest of the compared OMol25 structures with the same formula, charge and spin: 109.76 kJ/mol.

Last column: Mulliken charge in e.
Positions of all 10 atoms, in Å:
H 0.83261 -0.13958 2.03447  0.3084
C 1.06265 0.45681 -0.56448  -0.3185
H 1.06238 0.65691 -1.65183  0.2827
C -0.08106 -0.33288 1.43830  -0.1673
O -2.17092 -0.89433 -0.68907  -0.4368
C 0.02026 -0.16125 -0.00702  0.7357
C -1.12962 -0.32952 -0.90896  -0.1039
O -1.15127 -0.35213 1.97896  -0.4116
Cl 2.48763 0.94639 0.26026  -0.1437
H -0.93264 0.14958 -1.89063  0.2551